1.
DFT (ωB97M-V/def2-TZVPD) results for C12H21Br2MgN3 as an isolated structure.

The value obtained for the HOMO-LUMO gap (alpha / beta) is 10.250 / 3.939 eV. As for the LUMO energy (alpha / beta): -2.19 / -8.02 eV. The value obtained for the total energy is -162780.71659 eV. For the molar mass, the calculation gives 391.43 Da. The HOMO energy (alpha / beta) is -12.44 / -11.96 eV.

Geometry as ORCA input:
```
! RIJCOSX wB97M-V def2-TZVPD def2/J DEFGRID3
* xyz 1 2
Mg 0.4708 1.4754 0.7711
Br 1.4606 2.6429 -0.9404
Br -0.5073 2.3227 2.7565
C -3.0349 1.8646 -4.0846
C -4.2156 1.6841 -3.1153
C -3.8984 0.8305 -1.8675
C -2.8053 1.2998 -1.0219
N -1.9483 1.6920 -0.3446
H -2.1992 2.2854 -3.5254
H -3.3583 2.4713 -4.9305
H -2.7138 0.8974 -4.4712
H -5.0363 1.1644 -3.6097
H -4.5784 2.6661 -2.8118
H -3.6994 -0.2104 -2.1224
H -4.6737 0.7788 -1.1031
C 5.5501 1.1317 -0.1696
C 5.7500 0.0827 0.9535
C 4.8234 0.3202 2.1600
C 3.4182 0.5457 1.8604
N 2.2882 0.7419 1.6386
H 6.2829 0.9997 -0.9657
H 5.7852 2.1065 0.2578
H 4.5174 1.2905 -0.4802
H 6.8028 0.1265 1.2325
H 5.6156 -0.9135 0.5322
H 5.1447 1.1433 2.7983
H 4.8590 -0.5594 2.8028
C -1.4069 -3.0796 2.7382
C -2.4750 -2.8021 1.7024
C -1.8200 -2.4362 0.3183
C -0.8260 -1.3889 0.3926
N -0.0157 -0.5118 0.4522
H -0.7813 -3.9218 2.4427
H -1.8788 -3.4156 3.6614
H -0.7468 -2.2395 2.9542
H -3.0467 -1.9338 2.0299
H -3.1599 -3.6489 1.6581
H -2.5848 -2.1878 -0.4175
H -1.3581 -3.3146 -0.1324
*
```

=====

2.
DFT (ωB97M-V/def2-TZVPD) results for C12H21Br2N2O9PSc as an isolated structure.

The value obtained for the HOMO-LUMO gap is 10.240 eV. As for the LUMO energy: -2.44 eV. The value obtained for the total energy is -204270.56302 eV. For the molar mass, the calculation gives 573.04 Da. The HOMO energy is -12.69 eV.

Geometry as ORCA input:
```
! RIJCOSX wB97M-V def2-TZVPD def2/J DEFGRID3
* xyz 1 1
Sc 0.1199 0.8422 -0.3355
O 0.8996 -2.7596 0.9295
C 0.9361 -1.9572 -0.0006
O -0.0727 -1.2061 -0.2981
C 2.2212 -1.7056 -0.7774
C 1.9463 -1.0384 -2.1262
C 3.2013 -0.9938 -2.9886
C 4.0342 0.1121 -2.2956
C 3.1325 0.4979 -1.1319
O 1.7936 0.3679 -1.7254
C 3.1138 -0.6077 -0.0649
C 2.5025 -0.1287 1.2437
O 2.8745 -0.5123 2.3261
O 1.4805 0.7000 1.0972
H 2.7661 -2.6425 -0.8658
H 1.0368 -1.3632 -2.6204
H 2.9524 -0.7211 -4.0117
H 3.7015 -1.9605 -3.0069
H 4.1902 0.9635 -2.9544
H 5.0061 -0.2323 -1.9475
H 3.2526 1.5072 -0.7486
H 4.1062 -0.9959 0.1488
Br -1.4340 -2.7116 -3.2373
C -2.4171 -1.4253 -2.2230
Br -1.7960 0.4031 -2.5161
H -2.3025 -1.6234 -1.1665
H -3.4495 -1.4357 -2.5450
O -0.2605 2.7658 -0.8570
C -1.0985 3.7064 -0.6362
O -2.2170 3.5864 -0.1304
H -0.7683 4.7070 -0.9457
N -0.2264 -1.1368 2.7781
C -1.6673 -0.8505 3.0576
P -2.4578 0.0533 1.6550
O -3.3039 -0.7676 0.7673
O -1.3023 0.8709 1.1045
C -3.5221 1.3786 2.3480
N -3.9855 2.0891 1.1119
H -0.0342 -1.8550 2.0231
H 0.2335 -1.5080 3.6102
H 0.2912 -0.2881 2.4949
H -1.7052 -0.2039 3.9360
H -2.1726 -1.7871 3.2820
H -2.9650 2.0854 2.9590
H -4.3835 0.9957 2.8916
H -4.6875 2.7973 1.3201
H -4.3913 1.4046 0.4673
H -3.1717 2.5831 0.6050
*
```

=====

3.
DFT (ωB97M-V/def2-TZVPD) results for C12H21BrClCuN3O4 as an isolated structure.

The value obtained for the HOMO-LUMO gap is 7.604 eV. As for the LUMO energy: 2.44 eV. The value obtained for the total energy is -152644.77625 eV. For the molar mass, the calculation gives 450.22 Da. The HOMO energy is -5.17 eV.

Geometry as ORCA input:
```
! RIJCOSX wB97M-V def2-TZVPD def2/J DEFGRID3
* xyz -1 1
Cu 0.7931 -0.3034 -0.5941
Br 1.5958 -0.0397 -3.1743
Cl 0.5236 -3.4890 -0.0937
O 0.7173 -3.2358 1.3252
O 1.6246 -2.8641 -0.8119
O 0.5417 -4.8984 -0.3603
O -0.7335 -2.8765 -0.4785
C -3.3273 3.2786 -2.8949
C -3.8735 1.8798 -3.1160
C -2.8022 0.7824 -3.1284
C -1.8423 0.9206 -2.0402
N -1.0410 1.0637 -1.2278
H -2.5716 3.4896 -3.6526
H -2.7950 3.3229 -1.9379
H -4.0906 4.0447 -2.7775
H -4.4037 1.8592 -4.0720
H -4.6486 1.6715 -2.3730
H -2.2716 0.8005 -4.0816
H -3.2677 -0.2003 -3.0427
C -2.7969 0.7184 3.8043
C -3.2348 -0.6869 3.3730
C -2.0635 -1.5653 2.9154
C -1.0646 -0.8676 2.1100
N -0.2635 -0.3736 1.4647
H -3.5375 1.2069 4.4351
H -2.6967 1.3349 2.9079
H -1.8218 0.6868 4.2874
H -3.9892 -0.6790 2.5867
H -3.7210 -1.1785 4.2197
H -2.4520 -2.2988 2.2004
H -1.5372 -2.0976 3.7052
C 6.1332 -0.8163 0.3284
C 5.0943 -0.3747 -0.7121
C 4.0483 0.5865 -0.1302
C 4.5701 1.6470 0.7085
N 4.9843 2.4502 1.4155
H 5.6574 -1.5029 1.0377
H 6.4485 0.0180 0.9642
H 7.0501 -1.2334 -0.0811
H 4.6331 -1.2433 -1.1701
H 5.6731 0.2058 -1.4398
H 3.4118 -0.0500 0.5070
H 3.3470 0.9071 -0.9054
*
```

=====

4.
DFT (ωB97M-V/def2-TZVPD) results for C12H21ClInN2O4S as an isolated structure.

The value obtained for the HOMO-LUMO gap is 6.157 eV. As for the LUMO energy: 2.10 eV. The value obtained for the total energy is -52475.89213 eV. For the molar mass, the calculation gives 439.65 Da. The HOMO energy is -4.06 eV.

Geometry as ORCA input:
```
! RIJCOSX wB97M-V def2-TZVPD def2/J DEFGRID3
* xyz -1 1
C 2.0900 -0.8110 -0.7769
C 1.7562 0.7951 -0.8381
C 0.6708 1.1712 -2.0531
Cl 0.7594 2.9744 -2.5480
In -1.4315 0.7378 -1.2701
C -3.0199 1.9261 -2.3618
N -3.7023 2.8151 -1.3020
C -4.5339 1.9128 -0.3767
C -1.7315 -1.5078 -1.2847
C -0.5966 -2.4511 -2.0606
C -0.8297 -4.0980 -2.0007
C -2.1505 -4.6154 -1.1802
N -3.2045 -3.7874 -0.5025
C -2.9686 -2.3053 -0.5659
H 2.2449 -1.1759 -1.8831
H 3.0561 -1.0956 -0.1810
H 1.1818 -1.3263 -0.2284
H 1.2287 1.0643 0.1954
H 2.7708 1.3601 -0.9974
H 0.8043 0.4763 -3.0028
H -1.4661 1.2428 0.4835
H -2.4621 2.6430 -3.1349
H -3.7710 1.2288 -2.9266
H -2.9048 3.1248 -0.6753
H -4.4530 0.7926 -0.7272
H -4.0970 1.9402 0.7264
H -5.6333 2.3161 -0.4191
H 0.3445 -2.0232 -2.6124
H -0.0283 -4.8109 -2.5077
H -2.2874 -5.8002 -1.1170
H -3.7693 -1.6186 -0.0052
C 4.3760 1.1590 2.8701
C 4.1707 0.8700 4.3547
O 2.7614 0.9433 4.5577
S 2.0041 0.4461 3.2013
O 1.6401 -0.9431 3.3712
O 1.0594 1.4647 2.8059
O 3.2912 0.5161 2.2031
H 4.3137 2.2326 2.6652
H 5.3312 0.7742 2.5029
H 4.6902 1.5874 4.9944
H 4.4959 -0.1447 4.6074
*
```

=====

5.
DFT (ωB97M-V/def2-TZVPD) results for C12H21MnN3O5S3 as an isolated structure.

The value obtained for the HOMO-LUMO gap (alpha / beta) is 4.677 / 4.761 eV. As for the LUMO energy (alpha / beta): 4.44 / 4.43 eV. The value obtained for the total energy is -91322.98542 eV. For the molar mass, the calculation gives 438.45 Da. The HOMO energy (alpha / beta) is -0.24 / -0.33 eV.

Geometry as ORCA input:
```
! RIJCOSX wB97M-V def2-TZVPD def2/J DEFGRID3
* xyz -2 6
Mn 0.2016 0.0986 -0.1165
O 2.4528 -0.0721 1.3084
C 3.3174 0.9268 0.8216
C 3.5469 0.8166 -0.6880
N 2.2785 0.8335 -1.4074
C 2.2641 -0.1901 -2.4469
C 2.3249 -1.5893 -1.7591
O 3.0800 -2.4407 -2.2323
O 1.6220 -1.6974 -0.7199
C 1.9496 2.1468 -1.9334
C 0.4476 2.2116 -2.3993
O 0.1877 2.9775 -3.3283
O -0.3464 1.4795 -1.7668
H 2.4839 -0.8480 0.7081
H 2.8479 1.8863 1.0668
H 4.2949 0.8565 1.3384
H 4.2158 1.6284 -1.0248
H 4.0566 -0.1339 -0.8889
H 1.3225 -0.1229 -2.9995
H 3.1037 -0.0685 -3.1570
H 2.0541 2.8881 -1.1336
H 2.6104 2.4264 -2.7757
C -1.8617 0.0120 4.2986
C -1.1673 0.4295 3.0223
S -1.3118 -0.7550 1.7314
C -0.4957 1.5925 2.9118
C -0.2764 2.5229 4.0793
S 0.2027 2.1948 1.4298
H -2.3913 -0.9214 4.1208
H -2.5839 0.7669 4.6235
H -1.1496 -0.1483 5.1137
H -0.6999 2.1401 5.0061
H -0.7035 3.5022 3.8599
H 0.7971 2.6598 4.2144
C -4.5977 -3.3433 -2.2712
N -3.1715 -3.2710 -2.0486
C -2.5796 -2.0918 -1.6160
N -3.2264 -1.3566 -0.6790
S -1.1319 -1.6226 -2.2657
H -4.8750 -4.3865 -2.4362
H -4.9234 -2.7521 -3.1390
H -5.1243 -2.9800 -1.3893
H -2.6214 -3.6615 -2.8043
H -3.8137 -1.8629 -0.0295
H -2.6124 -0.6812 -0.1994
*
```

=====

| no. | strongest force on any atom (eV/Å) |
| --- | --- |
| 1 | 6.02 |
| 2 | 0.34 |
| 3 | 1.96 |
| 4 | 6.03 |
| 5 | 1.04 |